Density functional theory data (ωB97M-V with the def2-TZVPD basis set) for C3H9NO3P as an isolated structure.

As for the relative energy (zero: lowest compared OMol25 entry of this formula, charge and spin): 1.6673 eV. The LUMO energy comes out at 4.1 eV. As for the net charge: -1. Its HOMO-LUMO gap is 8.3 eV.

Structure (XYZ):
```
17
Properties=species:S:1:pos:R:3:mulliken_charge:R:1
C -1.2762 -0.8513 1.0352 -1.3995
C 0.3832 1.3992 0.8625 -0.6132
C 0.0558 -0.5661 0.5110 0.0506
N 0.2277 2.2503 -0.1873 -0.6093
O 0.8485 -2.3961 -1.2328 -0.5581
O -0.7073 -0.6209 -2.0977 -0.7890
O 1.7299 0.0010 -1.4910 -0.7904
P 0.4670 -0.7459 -1.1909 0.8798
H -1.5988 -1.8389 0.9217 0.3814
H -2.2383 -0.3038 0.5636 0.1978
H -1.3582 -0.5531 2.0378 0.4524
H 1.4626 1.3814 1.0834 0.3440
H -0.3197 1.6448 1.6877 0.2999
H 0.8580 -0.8694 1.1484 0.3374
H 0.9963 2.2869 -0.8204 0.3109
H 1.0443 -2.3579 -2.1755 0.2625
H -0.5748 2.1397 -0.6557 0.2426
```



Density functional theory data (ωB97M-V with the def2-TZVPD basis set) for an isolated ion of composition C3H9NO3P and charge -1.

As for the relative energy (zero: lowest compared OMol25 entry of this formula, charge and spin): 0.9572 eV. The LUMO energy comes out at 3.9 eV. As for the net charge: -1. As for the SMILES: CCNC[P@](=O)([O-])O. Its HOMO-LUMO gap is 8.5 eV.

Structure (XYZ):
```
17
Properties=species:S:1:pos:R:3:mulliken_charge:R:1
C 0.2639 0.0423 -1.6402 -1.0902
C 0.7282 0.2306 -0.1883 -0.2264
N -0.2034 -0.5053 0.6826 -0.6108
C -0.2202 -0.0284 2.1264 -0.7443
P -0.8631 1.6905 2.3571 1.0022
O -1.2690 2.5124 1.1563 -0.7364
O 0.1103 2.3244 3.3190 -0.7992
O -2.2494 1.2243 3.3564 -0.6124
H 0.2577 -1.0412 -1.9756 0.2874
H -0.8228 0.2771 -1.5484 0.2604
H 0.8738 0.6485 -2.4511 0.2750
H 0.4852 1.2506 0.1023 0.3755
H 1.6983 -0.2101 -0.0813 0.2994
H -1.1524 -0.2743 0.3133 0.2770
H 0.8006 -0.1678 2.4519 0.3429
H -0.9560 -0.5837 2.5566 0.4196
H -2.0249 1.6713 4.1552 0.2805
```



Density functional theory data (ωB97M-V with the def2-TZVPD basis set) for a 2-piece molecular cluster, C3H9NO3S overall.

As for the relative energy (zero: lowest compared OMol25 entry of this formula, charge and spin): 2.7133 eV. The LUMO energy comes out at 0.7 eV. As for the net charge: 0. Its HOMO-LUMO gap is 10.5 eV.

Structure (XYZ):
```
17
Properties=species:S:1:pos:R:3:mulliken_charge:R:1
C 1.4719 -1.1291 0.6356 -1.2293
C -0.2913 -0.6897 -1.1334 -1.2191
C 0.1673 -0.5295 0.2487 1.1229
N -0.4861 0.1537 1.0625 -0.7824
O 1.4873 2.5465 0.9061 -0.5538
O 0.1801 4.3555 1.9635 -0.4815
O -0.5330 3.3320 -0.3146 -0.4946
S 0.1001 2.8589 1.1890 0.8586
H 1.8027 -1.2932 1.5830 0.3943
H 2.1242 -0.3397 0.0754 0.2185
H 1.5494 -2.0286 0.0704 0.3453
H -1.3723 -0.8543 -1.1038 0.3824
H 0.3155 -1.4984 -1.5542 0.3420
H -0.2129 0.2635 -1.7006 0.2529
H -1.3254 0.4911 0.5995 0.2094
H -0.1236 3.7226 -1.0570 0.3061
H 1.0592 4.6312 2.1861 0.3284
```



Density functional theory data (ωB97M-V with the def2-TZVPD basis set) for one molecule with the formula C3H9NO4S.

As for the relative energy (zero: lowest compared OMol25 entry of this formula, charge and spin): 0.8546 eV. The LUMO energy comes out at 0.7 eV. As for the net charge: 0. Its HOMO-LUMO gap is 10.6 eV.

Structure (XYZ):
```
18
Properties=species:S:1:pos:R:3:mulliken_charge:R:1
C 1.7523 0.5909 1.0253 -1.4296
C 1.2609 -0.8482 0.4233 0.1932
C -0.0770 -0.7091 -0.2460 -0.0864
N -0.1632 0.2541 -1.2812 -0.5580
O -2.6394 1.3805 0.0705 -0.4813
O -2.9600 -0.8413 -0.9025 -0.5575
O 2.1838 -1.3486 -0.4750 -0.5342
O -1.2594 -0.4019 0.8006 -0.2805
S -2.7554 -0.2470 0.4132 0.6036
H 1.7970 1.3472 0.3123 0.4544
H 1.0568 0.9896 1.7987 0.3312
H 2.7674 0.3696 1.3680 0.3503
H 1.3108 -1.5579 1.3254 0.3142
H -0.3836 -1.6434 -0.5722 0.3918
H -1.0661 0.4115 -1.5543 0.3470
H -3.1893 1.8484 -0.4648 0.3049
H 0.1615 1.1683 -0.7710 0.2586
H 2.2031 -0.7626 -1.2703 0.3782
```